Molecular formula: C3H4NO
Method: DFT, ωB97M-V/def2-TZVPD

XYZ file:
```
9
Properties=species:S:1:pos:R:3:forces:R:3
C 0.9540 -0.8236 0.2925 3.699 -3.595 -2.582
C -0.5814 0.5064 0.9320 -0.892 2.420 -5.595
C -0.3545 0.4066 -0.9270 -2.087 -2.422 4.732
N 0.6743 -0.4868 -0.8790 1.564 -0.961 1.353
O 0.2909 -0.2441 1.3673 -1.423 0.766 1.960
H 1.6964 -1.6475 0.5271 -1.071 1.378 0.235
H -1.3503 1.2470 1.2319 0.668 -1.019 1.530
H -1.2249 -0.2518 -1.1546 -0.134 1.339 -0.561
H -0.1046 1.2937 -1.3902 -0.324 2.094 -1.073
```
Positions in Å, forces in eV/Å.

Computed properties:
Kohn-Sham gap (eV): 9.8
Net charge: +1
LUMO level (eV): -6.71
Total energy (eV): -6701.9795